A structure of composition C44H51As2F3HfN5O2S2Se in a non-equilibrium geometry. Source: OMol25; level of theory: wB97M-V/def2-TZVPD.

Its HOMO energy is -10.5 eV. Its net charge is +1. As for the strongest force on any atom: 0.0320 Eh/bohr. As for the total energy: -276152.220 eV. For the energy above the lowest of the compared OMol25 structures with the same formula, charge and spin, the calculation gives 0.0000 eV. The spin multiplicity is 1. The HOMO-LUMO gap comes out at 7.823 eV.

The geometry in XYZ format:
```
111
Properties=species:S:1:pos:R:3:lowdin_charge:R:1
Hf 13.57 12.17 15.34 0.968
Se 13.61 10.42 13.39 0.579
As 15.12 12.19 17.78 1.021
As 12.35 13.83 17.58 1.143
S 13.58 14.78 14.02 0.639
S 16.23 11.09 14.93 0.541
F 9.80 7.48 22.89 0.123
F 9.44 5.86 21.50 0.139
F 11.27 5.89 22.67 0.153
O 13.41 16.10 14.58 -0.269
O 14.67 13.96 14.69 -0.498
N 12.44 13.68 14.17 -0.272
N 11.04 10.57 11.94 0.078
N 17.64 9.91 13.00 0.023
N 18.02 12.17 13.17 0.045
N 11.16 11.75 15.20 -0.005
C 10.39 8.59 20.41 0.003
C 18.03 14.90 11.62 -0.262
C 12.80 9.90 17.87 -0.119
C 14.22 16.26 11.85 -0.053
C 16.30 13.64 18.10 -0.284
C 10.98 9.37 19.43 -0.023
C 11.97 13.19 20.40 -0.111
C 12.79 13.03 19.31 -0.405
C 14.00 12.34 19.42 -0.377
C 13.56 12.06 21.78 -0.066
C 9.15 10.52 15.64 -0.018
C 12.86 7.92 19.41 -0.013
C 10.38 14.79 13.34 0.017
C 17.89 13.50 13.73 -0.205
C 8.95 14.72 13.34 -0.048
C 18.44 10.20 10.62 -0.215
C 14.48 15.34 9.62 -0.055
C 19.59 9.87 9.68 -0.270
C 13.92 13.84 11.45 -0.034
C 8.27 13.70 13.96 -0.021
C 16.17 10.64 18.27 -0.276
C 18.72 9.73 12.03 -0.186
C 11.06 13.80 13.99 -0.261
C 13.92 14.96 12.32 -0.284
C 10.40 12.71 14.60 -0.204
C 12.21 9.04 18.89 -0.228
C 8.38 11.52 15.14 0.014
C 11.99 10.56 12.59 -0.811
C 12.30 7.14 20.42 0.004
C 12.95 15.65 17.87 -0.256
C 10.47 13.99 17.74 -0.274
C 14.16 14.06 10.09 -0.048
C 10.42 6.67 21.99 -0.570
C 8.98 12.64 14.57 -0.149
C 18.73 14.49 12.92 -0.191
C 14.39 11.89 20.66 -0.095
C 13.17 10.59 16.93 -0.294
C 19.37 10.40 8.26 -0.121
C 10.53 10.67 15.62 -0.123
C 18.77 16.06 10.95 -0.096
C 12.34 12.72 21.66 -0.066
C 11.06 7.48 20.91 -0.126
C 14.49 16.42 10.50 -0.073
C 17.33 11.09 13.56 -0.676
H 7.20 13.66 13.92 0.116
H 17.15 10.83 17.79 0.023
H 16.32 10.61 19.34 0.014
H 18.28 13.53 14.78 0.125
H 14.07 13.24 9.39 0.116
H 17.18 13.56 17.46 0.023
H 18.88 8.63 11.96 0.143
H 10.85 15.65 12.89 0.117
H 17.11 9.11 13.30 0.130
H 12.60 16.25 17.01 0.027
H 13.61 12.87 11.84 0.064
H 12.83 6.25 20.77 0.130
H 10.25 14.66 18.57 0.037
H 8.39 15.53 12.87 0.116
H 18.85 15.37 13.57 0.124
H 19.78 15.72 10.79 0.069
H 10.10 13.00 17.96 0.033
H 18.26 11.27 10.59 0.096
H 14.27 17.09 12.54 0.118
H 19.76 14.11 12.76 0.127
H 13.82 7.63 18.97 0.122
H 17.01 15.21 11.84 0.090
H 19.28 11.50 8.17 0.077
H 15.33 11.37 20.89 0.101
H 17.53 9.73 10.24 0.127
H 20.56 10.26 10.01 0.107
H 18.79 16.90 11.62 0.073
H 17.95 14.08 10.93 0.097
H 15.82 14.60 17.85 0.019
H 16.65 13.72 19.13 0.045
H 10.42 10.22 19.07 0.109
H 7.30 11.44 15.22 0.133
H 13.85 11.70 22.75 0.107
H 10.07 14.41 16.84 0.026
H 18.78 12.09 12.54 0.109
H 20.26 10.18 7.66 0.075
H 12.59 16.10 18.81 0.048
H 8.73 9.58 15.99 0.122
H 9.40 8.85 20.76 0.128
H 14.67 15.52 8.57 0.117
H 15.73 9.72 17.88 0.032
H 14.03 15.69 17.84 0.004
H 19.65 10.18 12.40 0.128
H 11.03 13.74 20.33 0.098
H 19.74 8.75 9.59 0.130
H 18.51 9.91 7.77 0.078
H 14.72 17.41 10.16 0.113
H 11.70 12.83 22.54 0.120
H 11.16 9.89 16.01 0.089
H 16.84 13.81 13.83 0.092
H 18.30 16.32 9.99 0.076
```

=====

A cluster of 4 separate species, C63H59FN2O13 in total in a non-equilibrium geometry. Source: OMol25; level of theory: wB97M-V/def2-TZVPD.

Its HOMO energy is -9.4 eV. Its net charge is 0. As for the strongest force on any atom: 0.0725 Eh/bohr. As for the total energy: -98605.174 eV. The SMILES is CCN[C@@H]1C(=O)O[C@](CCCCCCOC(C)=O)(CCCCOC)[C@H]1C(=O)NC(=O)F.O=C1c2ccccc2C(=O)c2ccccc21.O=C1c2ccccc2C(=O)c2ccccc21.O=C1c2ccccc2C(=O)c2ccccc21. The spin multiplicity is 1. The HOMO-LUMO gap comes out at 8.252 eV.

The geometry in XYZ format:
```
138
Properties=species:S:1:pos:R:3:lowdin_charge:R:1
F 1.63 -5.84 -5.07 0.139
O -2.83 -2.28 -2.24 0.095
O -1.70 -11.70 -2.40 -0.176
O -1.46 5.68 0.26 0.093
O -4.02 3.71 -5.08 0.102
O 1.33 9.89 12.36 0.109
O 3.15 -7.87 -0.66 0.068
O 3.49 -6.75 -5.91 0.166
O 3.55 -4.31 -2.21 0.095
O 0.07 7.01 8.03 0.093
O -1.81 1.51 3.58 0.106
O 5.17 -8.41 0.18 0.138
O -2.10 7.72 -8.05 0.106
O -1.78 -2.56 -0.26 0.003
N 3.65 -4.97 -4.38 0.193
N 6.21 -7.03 -2.24 -0.004
C -1.90 2.28 1.36 -0.080
C 1.05 9.85 10.03 -0.081
C -2.12 1.00 0.85 0.008
C -3.76 4.63 -7.23 -0.083
C 7.17 -5.96 -2.09 -0.254
C 4.49 -7.79 -0.60 -0.392
C 3.75 -6.69 -2.59 -0.088
C 0.46 -3.07 -1.14 -0.159
C 4.93 -6.75 -1.63 -0.204
C -2.76 -10.82 -2.66 -0.120
C 0.77 7.77 11.49 -0.082
C 0.54 5.81 12.86 -0.054
C -1.84 3.37 0.49 -0.079
C 2.15 -8.56 -2.71 -0.089
C 1.07 9.23 11.38 -0.277
C -1.24 6.20 2.99 -0.002
C 2.55 -7.36 -1.87 -0.329
C -1.45 4.92 2.48 -0.084
C -1.57 4.74 1.01 -0.271
C -0.55 -2.02 -0.78 -0.184
C 0.83 7.16 12.73 -0.001
C 0.42 7.03 10.36 -0.082
C -4.13 4.62 -9.98 -0.058
C -2.25 1.92 -1.38 -0.031
C -3.29 5.69 -8.00 -0.082
C -4.59 3.56 -9.21 -0.058
C -1.69 7.95 -3.89 -0.050
C 1.47 -6.40 -1.37 -0.068
C -3.47 5.68 -9.38 -0.003
C -4.40 3.56 -7.84 -0.003
C 7.75 -5.79 -0.67 -0.075
C 0.75 9.09 8.89 -0.081
C -2.43 6.84 -5.88 -0.084
C 0.11 -6.48 -2.07 -0.170
C -3.61 4.63 -5.75 -0.277
C -1.48 4.04 4.73 0.002
C -0.45 -11.22 -2.84 -0.231
C 1.43 -9.70 -1.96 -0.137
C -2.56 6.83 -7.37 -0.278
C 0.08 -3.92 -2.37 -0.166
C -0.69 -5.19 -1.96 -0.179
C -1.56 3.84 3.35 -0.083
C -2.84 5.85 -3.73 -0.004
C 2.96 -5.92 -5.19 -0.468
C 3.62 -5.24 -2.99 -0.388
C -1.79 7.91 -5.27 -0.002
C -0.07 -9.86 -2.25 -0.178
C 0.78 9.68 7.64 -0.002
C -2.95 5.80 -5.11 -0.081
C 0.12 5.68 10.49 -0.002
C -2.29 0.82 -0.52 -0.046
C 0.38 7.65 9.01 -0.270
C 0.18 5.07 11.73 -0.055
C -2.01 3.19 -0.87 0.003
C -1.28 5.31 5.23 -0.047
C -2.22 6.92 -3.12 -0.045
C -3.71 -3.86 -0.73 0.021
C -2.72 -2.83 -1.17 -0.567
C -1.16 6.39 4.36 -0.050
C 1.38 11.78 8.64 -0.054
C 1.36 11.20 9.90 -0.001
C -1.76 2.46 2.83 -0.277
C 1.10 11.02 7.51 -0.055
H 1.58 -9.62 -0.89 0.115
H -0.61 -9.78 -1.31 0.113
H -3.34 -4.49 0.07 0.084
H -1.08 -5.08 -0.96 0.104
H 1.31 -6.67 -0.34 0.137
H 4.15 -7.20 -3.46 0.138
H -1.39 8.71 -5.87 0.120
H -5.09 2.73 -9.69 0.107
H -2.14 6.96 -2.04 0.098
H -4.76 2.73 -7.24 0.120
H 8.81 -5.62 -0.68 0.064
H -3.26 5.05 -3.13 0.108
H -2.47 -0.16 -0.91 0.078
H -4.57 -3.34 -0.34 0.093
H 1.36 -2.52 -1.39 0.116
H -0.46 -9.07 -2.87 0.087
H -3.64 -11.40 -2.90 0.084
H -0.45 -7.25 -1.56 0.103
H -2.56 -10.17 -3.51 0.086
H -3.01 -10.21 -1.80 0.084
H -0.53 -3.33 -3.04 0.108
H -1.22 5.47 6.30 0.094
H 7.52 -6.63 -0.03 0.069
H -2.16 0.16 1.52 0.122
H -3.11 6.51 -9.97 0.120
H 1.12 11.48 6.53 0.108
H -1.15 7.04 2.32 0.118
H -1.97 4.03 -1.54 0.099
H -1.19 8.79 -3.41 0.108
H -0.12 -1.46 0.04 0.125
H 8.00 -6.19 -2.75 0.103
H 3.05 -8.98 -3.13 0.122
H 1.62 12.83 8.54 0.108
H -0.99 7.38 4.76 0.103
H 5.05 -5.87 -1.01 0.163
H -2.39 1.78 -2.44 0.114
H 1.91 -10.62 -2.24 0.105
H 1.00 -4.20 -2.87 0.077
H 6.60 -7.88 -1.85 0.117
H 0.70 -3.71 -0.31 0.119
H 0.18 -6.76 -3.11 0.097
H -1.57 3.19 5.39 0.120
H -4.04 -4.41 -1.58 0.088
H 1.11 7.74 13.60 0.121
H 7.32 -4.91 -0.21 0.065
H -1.55 -5.29 -2.61 0.112
H -0.15 5.10 9.62 0.119
H 0.29 -11.96 -2.60 0.117
H 1.54 -8.29 -3.56 0.114
H 1.84 -5.39 -1.35 0.085
H -0.69 -1.32 -1.59 0.117
H 1.58 11.78 10.78 0.121
H 3.33 -4.02 -4.53 0.155
H -4.28 4.62 -11.05 0.107
H 0.60 5.34 13.82 0.108
H 0.55 9.09 6.76 0.114
H -0.49 -11.12 -3.92 0.123
H 6.78 -5.02 -2.44 0.107
H -0.05 4.02 11.83 0.108
```

=====

A cluster of 7 separate species, C32H60NO21S6 in total in a non-equilibrium geometry. Source: OMol25; level of theory: wB97M-V/def2-TZVPD.

Its HOMO energy is -11.8 eV. Its net charge is +1. As for the strongest force on any atom: 0.0313 Eh/bohr. As for the total energy: -143648.157 eV. For the energy above the lowest of the compared OMol25 structures with the same formula, charge and spin, the calculation gives 0.6750 eV. The spin multiplicity is 1. The HOMO-LUMO gap comes out at 7.322 eV.

The geometry in XYZ format:
```
120
Properties=species:S:1:pos:R:3:lowdin_charge:R:1
S -6.14 -5.49 -3.56 0.573
S -0.15 8.54 0.87 0.566
S -5.66 -4.67 2.10 0.577
S 0.97 -2.28 5.67 0.561
S -3.44 6.66 -4.47 0.572
S 7.22 -2.77 -4.12 0.565
O 8.00 -4.00 -4.74 -0.261
O -3.51 5.88 -3.26 -0.284
O 2.77 5.49 -0.66 0.122
O 5.87 -3.16 -3.82 -0.285
O -4.82 -5.88 1.48 -0.261
O 5.90 1.64 3.72 0.103
O -7.47 -5.92 -3.28 -0.267
O -0.07 7.33 0.09 -0.305
O 8.04 -2.15 -3.12 -0.281
O -0.33 -2.98 6.24 -0.255
O -0.23 8.49 2.29 -0.276
O -6.99 -5.11 2.36 -0.266
O -1.33 9.44 0.31 -0.253
O -4.88 -4.04 3.12 -0.290
O -5.31 -6.71 -4.17 -0.260
O 1.21 -2.74 4.33 -0.283
O 0.93 -0.88 5.97 -0.307
O -3.77 8.05 -4.47 -0.271
O 4.68 4.49 0.05 0.170
O -5.34 -4.84 -2.56 -0.284
O -1.99 6.47 -5.12 -0.260
N 1.61 2.95 3.54 0.166
C 3.71 -0.71 2.03 -0.033
C -4.34 -6.89 2.38 -0.256
C 1.18 9.60 0.42 -0.111
C -5.44 -7.82 2.86 -0.072
C 3.50 3.22 2.18 0.101
C -4.36 5.84 -5.72 -0.119
C 6.02 -0.21 1.69 -0.015
C 3.79 -1.67 1.04 -0.069
C -2.66 8.88 0.23 -0.237
C -5.92 -8.63 -2.75 -0.072
C -0.46 6.64 -3.21 -0.081
C 3.51 4.73 0.19 -0.418
C 0.92 3.85 2.84 0.002
C -5.68 -3.65 0.66 -0.118
C 7.36 -5.92 -3.34 -0.074
C -1.96 -2.87 4.39 -0.072
C 3.57 1.60 4.13 -0.005
C 6.09 -1.17 0.72 -0.054
C 2.13 -3.07 6.74 -0.116
C 4.85 1.10 3.43 -0.351
C -1.62 -2.48 5.82 -0.239
C -4.81 -7.71 -3.26 -0.251
C -3.31 8.76 1.59 -0.070
C -6.16 -4.49 -5.01 -0.120
C 8.48 -5.03 -3.85 -0.249
C 4.84 0.03 2.38 -0.160
C 2.88 2.63 3.26 -0.147
C 4.98 -1.94 0.38 -0.044
C -0.90 7.21 -4.54 -0.249
C 7.20 -1.76 -5.56 -0.120
C 1.47 4.47 1.76 0.047
C 2.78 4.14 1.41 -0.034
H -1.24 6.75 -2.46 0.054
H -1.66 -1.39 5.95 0.113
H 6.77 -6.32 -4.18 0.086
H 2.76 -0.53 2.53 0.108
H -6.10 -4.22 -0.16 0.056
H -0.11 4.07 3.13 0.157
H 5.01 -2.71 -0.38 0.115
H -3.60 -7.47 1.82 0.120
H 1.23 9.67 -0.67 0.077
H -3.24 9.55 -0.39 0.128
H 4.52 3.03 1.88 0.148
H 1.94 -2.75 7.76 0.078
H -6.63 -8.08 -2.13 0.069
H 2.90 0.73 4.25 0.117
H -1.87 -3.95 4.26 0.087
H 0.43 7.15 -2.84 0.076
H -5.39 5.79 -5.39 0.079
H -4.28 -7.24 -2.43 0.113
H -6.30 -2.79 0.88 0.079
H 8.22 -1.48 -5.81 0.077
H -5.03 -8.63 3.45 0.082
H 1.94 5.01 -0.80 0.121
H 2.10 9.16 0.81 0.078
H -5.50 -9.43 -2.15 0.082
H -1.16 8.26 -4.45 0.118
H -4.28 6.40 -6.65 0.077
H 2.02 -4.14 6.64 0.080
H -2.63 7.91 -0.28 0.113
H 3.79 2.02 5.12 0.148
H 7.76 -6.75 -2.76 0.083
H -4.66 -3.34 0.43 0.077
H 9.18 -5.63 -4.43 0.123
H 0.91 5.21 1.17 0.119
H -5.15 -4.18 -5.25 0.074
H -5.99 -8.23 2.01 0.085
H 6.67 -5.36 -2.71 0.065
H 3.13 -2.76 6.42 0.077
H 1.14 2.50 4.32 0.195
H -2.79 8.04 2.22 0.066
H -3.96 4.83 -5.85 0.076
H -0.08 7.15 -5.25 0.124
H -6.47 -9.05 -3.59 0.087
H -3.29 9.72 2.11 0.089
H -4.09 -8.30 -3.82 0.122
H -2.35 -2.91 6.50 0.127
H -4.35 8.43 1.49 0.086
H -0.25 5.57 -3.30 0.085
H -6.16 -7.28 3.48 0.071
H 6.74 -2.31 -6.37 0.077
H 6.61 -0.87 -5.33 0.077
H 7.03 -1.35 0.19 0.116
H 1.01 10.58 0.86 0.081
H -2.98 -2.57 4.15 0.070
H 2.92 -2.26 0.74 0.115
H -6.78 -3.63 -4.80 0.077
H 6.89 0.39 1.94 0.127
H -1.29 -2.40 3.68 0.068
H -6.60 -5.07 -5.82 0.077
H 9.04 -4.59 -3.03 0.116
H -3.81 -6.44 3.22 0.111
```

=====

A structure of composition C12H21ClIN3O in a non-equilibrium geometry. Source: OMol25; level of theory: wB97M-V/def2-TZVPD.

Its HOMO energy is -5.4 eV. Its net charge is 0. As for the strongest force on any atom: 0.0982 Eh/bohr. As for the total energy: -39917.603 eV. The spin multiplicity is 1. The HOMO-LUMO gap comes out at 3.544 eV.

The geometry in XYZ format:
```
39
Properties=species:S:1:pos:R:3:lowdin_charge:R:1
I 3.44 3.90 1.86 0.055
Cl 3.20 0.89 -2.35 0.534
O -3.95 2.14 -0.01 -0.221
N -3.47 -0.70 -0.67 0.096
N -1.05 -1.19 -1.17 0.118
N 1.30 -3.19 0.34 -0.016
C 0.98 0.36 -0.61 -0.067
C 2.56 0.58 -0.63 -0.613
C 3.68 0.87 1.76 -0.224
C -0.06 1.36 -0.02 0.135
C 1.00 -3.48 -1.11 -0.254
C 3.09 1.66 0.45 -0.550
C -2.62 2.19 0.55 -0.183
C -2.04 -0.29 -0.63 -0.143
C -4.94 1.67 0.93 -0.118
C -1.61 1.09 -0.03 -0.016
C 0.37 -0.96 -1.21 -0.088
C 1.29 -2.09 -1.90 -0.119
H -4.42 1.06 1.75 0.090
H 2.40 -1.82 -1.92 0.098
H -5.59 2.51 1.38 0.110
H 0.46 -2.84 0.83 0.067
H 2.27 2.38 0.85 -0.137
H 0.91 -2.16 -3.00 0.131
H 1.62 -4.10 0.73 0.074
H 3.92 2.34 0.04 0.002
H 4.71 0.40 1.56 0.077
H -5.61 0.92 0.36 0.099
H 0.27 2.36 0.41 0.120
H 2.90 0.10 2.15 0.071
H 1.68 -4.31 -1.54 0.130
H -0.09 -3.82 -1.24 0.096
H 3.03 -0.44 -0.33 0.096
H -2.18 3.21 0.23 0.149
H -1.39 -2.08 -1.56 0.147
H -2.61 2.22 1.71 0.146
H 3.82 1.66 2.58 -0.078
H -3.48 -1.73 -0.86 0.097
H -3.77 -0.65 0.33 0.089
```

=====

An isolated molecule of C4H7NO in a non-equilibrium geometry. Source: OMol25; level of theory: wB97M-V/def2-TZVPD.

Its HOMO energy is -9.1 eV. Its net charge is 0. As for the strongest force on any atom: 0.0908 Eh/bohr. As for the total energy: -7796.988 eV. The SMILES is C1NC[C@H]2O[C@@H]12. For the energy above the lowest of the compared OMol25 structures with the same formula, charge and spin, the calculation gives 2.6565 eV. The spin multiplicity is 1. The HOMO-LUMO gap comes out at 10.255 eV.

The geometry in XYZ format:
```
13
Properties=species:S:1:pos:R:3:lowdin_charge:R:1
O 1.35 -0.24 0.82 0.019
N -1.26 0.15 0.31 -0.046
C -0.62 -1.15 -0.04 -0.153
C 1.05 0.67 -0.15 -0.233
C 0.79 -0.79 -0.28 -0.300
C -0.34 1.22 -0.05 -0.184
H -0.90 -1.94 0.78 0.152
H -0.61 1.67 -1.03 0.122
H -1.29 0.24 1.31 0.088
H -1.13 -1.57 -0.96 0.123
H 1.95 1.09 -0.65 0.161
H -0.42 2.01 0.76 0.131
H 1.44 -1.36 -0.83 0.120
```

=====

A cluster of 2 separate species, C3H11Cl2N2PSi in total in a non-equilibrium geometry. Source: OMol25; level of theory: wB97M-V/def2-TZVPD.

Its HOMO energy (spin up / spin down) is -9.4 / -9.4 eV. Its net charge is 0. As for the strongest force on any atom: 0.0800 Eh/bohr. As for the total energy: -48480.314 eV. For the energy above the lowest of the compared OMol25 structures with the same formula, charge and spin, the calculation gives 4.0888 eV. The spin multiplicity is 1. The HOMO-LUMO gap (spin up / spin down) comes out at 7.315 / 7.314 eV.

The geometry in XYZ format:
```
20
Properties=species:S:1:pos:R:3:lowdin_charge:R:1
Cl 1.76 -3.01 0.70 0.170
Cl 1.07 -0.98 2.95 0.299
P 0.04 -2.17 1.70 0.124
Si -0.17 0.77 -0.44 0.378
N -0.84 -3.12 2.55 -0.280
N -1.13 -0.45 0.39 -0.123
C 0.51 2.00 0.88 -0.199
C -1.19 1.54 -1.89 -0.214
C 1.21 -0.20 -1.39 -0.201
H 0.95 1.40 1.65 -0.058
H -1.26 -3.82 1.93 -0.012
H 1.12 2.87 0.67 0.008
H 1.02 -1.19 -1.29 -0.082
H -2.30 1.62 -1.57 0.039
H -1.10 0.77 -2.70 0.021
H 2.17 -0.08 -0.78 0.047
H -1.86 -1.00 0.06 -0.055
H 1.29 0.00 -2.42 0.003
H -0.76 2.55 -2.28 0.060
H -0.50 2.52 1.28 0.076
```

=====

Number 5 is which compound?
C4H7NO